No. 1
{
  "formula": "C2H5N4S",
  "method": "ωB97M-V with the def2-TZVPD basis set",
  "elements": ["N", "N", "C", "H", "C", "S", "H", "N", "H", "H", "N", "H"],
  "xyz": [[0.613, 3.447, 0.777], [-0.788, -1.408, 0.692], [-0.322, 2.850, 0.504], [1.537, -0.982, -1.437], [0.035, -0.779, -0.150], [-1.688, 1.818, 0.245], [1.406, -2.232, -0.372], [-0.451, 0.357, -0.693], [-1.368, -0.757, 1.100], [-0.040, 0.788, -1.482], [1.244, -1.234, -0.489], [-0.177, -1.867, 1.305]],
  "mulliken_charge": [-0.20, -0.35, 0.33, 0.29, 0.65, 0.15, 0.28, -0.52, 0.21, 0.28, -0.41, 0.27],
  "homo_energy_ha": -0.5550,
  "total_charge": 1,
  "smiles": "N#CSNC(N)=[NH2+]",
  "relative_energy_ev": 2.019,
  "lumo_energy_ev": -6.779,
  "gap_ev": 8.322
}

=====

No. 2
{
  "formula": "C5H7N",
  "method": "ωB97M-V with the def2-TZVPD basis set",
  "elements": ["H", "C", "C", "H", "H", "H", "C", "C", "N", "H", "H", "C", "H"],
  "xyz": [[-1.688, 1.853, 0.232], [-0.817, 1.444, 0.757], [1.282, -1.076, -0.215], [-1.680, -0.361, -1.476], [0.497, -1.769, -2.140], [-0.880, 1.518, 1.842], [0.370, -1.224, -1.227], [-0.537, 0.059, 0.349], [0.681, -0.386, 0.795], [0.132, 1.913, 0.426], [1.163, -0.008, 1.600], [-0.796, -0.508, -0.867], [2.273, -1.455, -0.075]],
  "mulliken_charge": [0.32, -1.11, -0.65, 0.38, 0.41, 0.28, -0.38, 0.39, -0.10, 0.31, 0.24, -0.49, 0.39],
  "homo_energy_ha": -0.2888,
  "smiles": "Cc1ccc[nH]1",
  "relative_energy_ev": 0.736,
  "lumo_energy_ev": 1.040,
  "gap_ev": 8.899
}

=====

No. 3
{
  "formula": "C10H13N3O2",
  "method": "ωB97M-V with the def2-TZVPD basis set",
  "elements": ["N", "H", "C", "C", "H", "O", "H", "C", "C", "C", "C", "H", "N", "O", "H", "H", "H", "C", "C", "H", "H", "H", "H", "C", "C", "H", "N", "H"],
  "xyz": [[3.592, -2.344, -0.151], [-2.991, -1.007, -1.464], [0.122, 0.356, -0.837], [1.602, -1.488, -0.625], [-3.537, -1.802, 0.040], [-1.110, 0.619, -0.353], [-0.488, -0.756, 1.862], [2.398, -2.585, -0.662], [-1.701, -0.556, 0.174], [2.512, 1.916, -0.216], [0.235, -1.066, -1.058], [2.303, -3.573, -1.069], [2.387, -0.578, 0.059], [-0.786, -1.622, -0.342], [-1.995, -1.639, 1.994], [1.359, 0.759, 1.381], [0.352, 1.165, -1.553], [2.161, 3.138, 0.029], [-1.583, -0.672, 1.715], [3.413, 1.657, -0.804], [-2.003, 0.239, 2.088], [0.169, -1.306, -2.189], [2.773, 4.008, -0.316], [1.770, 0.705, 0.342], [-3.062, -0.863, -0.377], [-3.677, 0.028, -0.146], [3.623, -1.142, 0.310], [1.239, 3.401, 0.527]],
  "mulliken_charge": [-0.39, 0.36, -0.51, -0.28, 0.30, -0.41, 0.28, -0.59, 1.21, -0.21, 0.84, 0.47, 0.76, -0.43, 0.38, 0.31, 0.43, -0.74, -1.30, 0.30, 0.35, 0.17, 0.25, -0.08, -1.41, 0.35, -0.66, 0.26],
  "homo_energy_ha": -0.3242,
  "relative_energy_ev": 4.195,
  "lumo_energy_ev": 0.630,
  "gap_ev": 9.451
}

=====

No. 4
{
  "formula": "C5H13NO",
  "method": "ωB97M-V with the def2-TZVPD basis set",
  "elements": ["C", "C", "C", "H", "H", "C", "H", "H", "H", "O", "H", "H", "H", "H", "N", "H", "H", "H", "H", "C"],
  "xyz": [[2.519, 0.769, 0.740], [-3.107, -0.257, 0.590], [-1.048, -0.999, -0.653], [-0.869, -1.133, -2.775], [-2.698, -0.144, -1.584], [-0.238, -1.260, -1.898], [0.100, -2.298, -1.901], [3.385, 1.436, 2.437], [3.406, 2.488, 1.192], [1.225, 1.282, 1.026], [0.639, 1.096, 0.277], [-0.618, -1.305, 0.297], [0.651, -0.631, -1.922], [-2.546, -0.537, 1.481], [3.535, 1.513, 1.435], [-3.984, -0.899, 0.507], [-3.414, 0.785, 0.666], [2.744, 0.815, -0.327], [2.572, -0.276, 1.053], [-2.255, -0.446, -0.639]],
  "mulliken_charge": [-0.18, -1.14, -0.25, 0.31, 0.29, -0.96, 0.30, 0.25, 0.25, -0.54, 0.30, 0.33, 0.19, 0.30, -0.66, 0.32, 0.31, 0.30, 0.28, 0.02],
  "homo_energy_ha": -0.3457,
  "smiles": "C/C=C/C.NCO",
  "relative_energy_ev": 1.383,
  "lumo_energy_ev": 0.994,
  "gap_ev": 10.402
}

=====

No. 5
{
  "formula": "C6H20ClGaI2OP2",
  "method": "ωB97M-V with the def2-TZVPD basis set",
  "elements": ["H", "C", "H", "H", "Ga", "C", "P", "Cl", "H", "H", "H", "H", "H", "C", "H", "H", "I", "C", "I", "H", "H", "H", "H", "H", "O", "H", "H", "C", "H", "P", "H", "H", "C"],
  "xyz": [[-2.781, -0.820, -1.735], [3.212, 1.856, 1.022], [-4.033, -0.794, 1.473], [2.681, -1.940, 0.718], [0.008, 0.185, 0.514], [2.935, -1.005, 1.243], [-2.315, 0.447, 0.232], [0.032, 0.343, 2.744], [2.424, -0.970, 2.217], [4.281, 1.608, 1.138], [3.110, 2.746, 0.385], [-2.793, -1.876, 0.671], [2.779, 2.080, 2.009], [-3.107, 0.164, -1.368], [-0.078, -3.537, -0.012], [-4.198, 0.197, -1.199], [0.003, -1.508, -4.308], [3.115, 0.118, -1.341], [0.042, 1.208, -5.000], [0.031, -2.902, -1.375], [2.863, 0.955, -2.007], [-4.189, 1.699, 1.115], [4.197, 0.085, -1.133], [-2.366, -0.973, 2.182], [-0.508, -2.816, -0.538], [4.027, -0.906, 1.360], [2.755, -0.828, -1.767], [-3.109, 1.891, 0.991], [-2.651, 2.079, 1.978], [2.331, 0.440, 0.261], [-2.959, 2.761, 0.328], [-2.778, 0.967, -2.047], [-2.960, -0.955, 1.251]],
  "mulliken_charge": [0.34, -1.09, 0.46, 0.38, 1.10, -1.22, 0.33, -0.29, 0.42, 0.43, 0.40, 0.36, 0.35, -1.01, 0.32, 0.41, 0.00, -1.01, 0.04, 0.26, 0.37, 0.44, 0.41, 0.40, -0.54, 0.47, 0.34, -1.10, 0.35, 0.31, 0.40, 0.37, -1.19],
  "homo_energy_ha": -0.5448,
  "total_charge": 2,
  "relative_energy_ev": 0.000,
  "lumo_energy_ev": -8.408,
  "gap_ev": 6.416
}

=====

No. 6
{
  "formula": "C2H9O2S",
  "method": "ωB97M-V with the def2-TZVPD basis set",
  "elements": ["H", "C", "O", "C", "S", "H", "H", "O", "H", "H", "H", "H", "H", "H"],
  "xyz": [[-1.618, 0.472, 0.754], [0.064, -1.210, -0.778], [-2.484, 0.451, 1.212], [0.983, -2.455, -1.046], [0.758, -0.006, 0.358], [-0.854, -1.499, -0.247], [-0.149, 2.481, 0.523], [0.353, 3.005, -0.123], [-2.370, -0.321, 1.777], [0.345, 2.327, -0.817], [2.028, -2.333, -0.722], [1.179, -2.552, -2.128], [0.473, -3.403, -0.847], [-0.257, -0.837, -1.759]],
  "mulliken_charge": [0.26, -0.36, -0.68, -0.98, -0.72, 0.17, 0.30, -0.66, 0.32, 0.32, 0.28, 0.26, 0.26, 0.25],
  "homo_energy_ha": -0.1069,
  "total_charge": -1,
  "relative_energy_ev": 0.670,
  "lumo_energy_ev": 4.158,
  "gap_ev": 7.066
}

=====

No. 7
{
  "formula": "C41H36O3P",
  "method": "ωB97M-V with the def2-TZVPD basis set",
  "elements": ["C", "H", "C", "H", "C", "H", "H", "C", "C", "H", "C", "C", "C", "H", "H", "C", "C", "C", "C", "H", "O", "H", "H", "H", "C", "C", "C", "C", "C", "H", "C", "C", "C", "H", "O", "C", "C", "C", "H", "C", "C", "H", "C", "C", "H", "C", "C", "H", "O", "H", "C", "H", "H", "C", "H", "H", "C", "C", "H", "H", "C", "H", "H", "C", "H", "H", "C", "H", "C", "P", "C", "H", "H", "H", "H", "H", "C", "H", "C", "H", "C"],
  "xyz": [[1.054, -4.159, 1.510], [-1.677, -3.503, -3.999], [0.521, 2.236, 5.436], [-1.159, 0.342, -6.048], [-2.211, 1.284, 2.235], [1.569, 4.102, 2.200], [1.509, 5.798, -2.168], [-4.164, 1.155, -4.641], [1.313, 4.950, -1.509], [2.066, -5.854, 2.344], [-0.939, -3.123, -1.996], [1.241, 3.584, 3.102], [-0.084, 3.861, 0.136], [-3.485, 0.703, -1.390], [-1.057, 0.833, -0.950], [-4.606, -0.121, -4.299], [-1.227, -2.598, -0.710], [-2.592, -2.319, -0.414], [0.821, 2.789, 0.205], [-1.953, -1.956, -5.439], [3.356, 1.239, 1.756], [-4.617, -2.242, -1.161], [0.243, 1.699, 6.342], [-0.545, 5.769, -0.741], [-1.894, -3.156, -2.991], [1.792, -3.455, -0.699], [0.162, 4.940, -0.713], [-0.238, -2.419, 0.309], [1.970, 2.796, -0.598], [0.063, 0.558, 4.151], [0.410, 1.593, 4.199], [-3.134, 0.875, -0.371], [-3.168, -2.675, -2.700], [-0.608, -1.935, 1.213], [-4.033, -2.345, -3.738], [0.892, -3.316, 0.381], [2.208, 3.878, -1.450], [1.331, 4.229, 4.337], [6.745, -1.692, 1.687], [4.899, -0.667, 1.665], [-2.116, 0.219, -5.541], [4.968, -0.252, 2.680], [5.692, -1.936, 1.549], [2.812, -5.376, 0.365], [-0.983, 3.858, 0.755], [-2.919, 1.324, -5.254], [1.391, 0.030, 1.166], [-5.567, -0.321, -3.824], [3.520, -0.987, 1.378], [2.679, 1.972, -0.540], [0.723, 2.283, 3.014], [5.568, -2.393, 0.563], [1.031, 4.069, 6.471], [0.967, 3.560, 5.508], [3.327, -4.641, -1.609], [1.011, -0.911, 0.839], [-4.046, 1.005, 0.679], [-3.569, -2.424, -1.378], [-2.579, 2.330, -5.519], [5.396, -2.648, 2.326], [2.702, -4.504, -0.724], [-1.854, 1.440, 3.254], [-2.835, -1.983, 0.596], [-3.581, 1.199, 1.982], [3.521, -6.208, 0.336], [5.253, 0.077, 0.941], [-1.766, 0.953, -0.126], [1.681, 5.260, 4.375], [-1.296, 1.202, 1.176], [0.481, 1.474, 1.404], [1.990, -5.184, 1.487], [0.388, -4.001, 2.363], [-4.814, 2.004, -4.429], [0.057, -3.471, -2.245], [-4.286, 1.294, 2.807], [-5.116, 0.949, 0.475], [-2.535, -1.069, -5.193], [1.751, -2.728, -1.514], [2.796, 0.164, 1.459], [3.111, 3.881, -2.061], [-3.728, -1.191, -4.476]],
  "mulliken_charge": [-0.39, 0.78, -0.70, 0.43, -0.67, 0.36, 0.40, -0.38, -0.55, 0.44, -0.08, -0.45, -0.04, 0.48, 0.50, -0.27, 1.07, -0.29, -0.20, 0.39, -0.69, 0.48, 0.41, 0.43, -0.70, 0.10, -0.80, -1.70, -0.46, 0.43, -0.52, -0.76, -0.26, 0.51, -0.45, 1.24, -0.62, -0.69, 0.42, -0.23, -0.52, 0.32, -1.22, -0.42, 0.45, -0.55, 0.29, 0.45, -0.11, 0.29, 0.40, 0.26, 0.39, -0.54, 0.43, -0.83, -0.61, -0.83, 0.41, 0.28, -1.02, 0.41, 0.42, -0.73, 0.44, 0.32, 0.18, 0.43, 0.13, 2.58, -0.73, 0.42, 0.42, 0.57, 0.42, 0.43, -0.32, 0.69, 0.01, 0.42, 0.22],
  "homo_energy_ha": -0.3713,
  "total_charge": 1,
  "relative_energy_ev": 0.000,
  "lumo_energy_ev": -5.510,
  "gap_ev": 4.594
}

=====

No. 8
{
  "formula": "C5H7N3",
  "method": "ωB97M-V with the def2-TZVPD basis set",
  "elements": ["C", "C", "H", "H", "N", "H", "H", "C", "H", "H", "H", "N", "C", "C", "N"],
  "xyz": [[2.783, -0.861, -0.106], [-1.545, -0.229, 0.047], [2.538, 1.126, 0.307], [-2.284, 1.910, 0.063], [-0.186, 1.451, -0.181], [3.801, -0.762, 0.174], [2.363, -1.853, -0.280], [2.003, 0.225, 0.036], [0.228, 2.378, -0.081], [-3.283, -1.230, 0.691], [-2.380, -1.902, -0.348], [-2.713, -0.995, -0.146], [-1.510, 1.181, -0.029], [0.495, 0.344, -0.113], [-0.311, -0.780, -0.034]],
  "mulliken_charge": [-0.77, 0.56, 0.19, 0.38, -0.04, 0.28, 0.31, -0.23, 0.23, 0.27, 0.29, -0.61, -0.69, 0.42, -0.59],
  "homo_energy_ha": -0.2848,
  "smiles": "C=Cc1nc(N)c[nH]1",
  "relative_energy_ev": 1.598,
  "lumo_energy_ev": 0.873,
  "gap_ev": 8.621
}

=====

Max |F|? In order: 4.0 1.1 5.0 0.7 2.5 1.6 3.1 5.5 eV/A.